Record 1
ORCA calculation (ωB97M-V with the def2-TZVPD basis set) on C44H67N2O4P2RbSe4Si as an isolated structure.

Results
DFT total energy: -346385.4050 eV
LUMO energy: 3.5 eV
HOMO: -1.24 eV
gap between HOMO and LUMO: 4.8 eV
charge: -2
molecular weight: 1179.372 g mol⁻¹
relative energy (zero: lowest compared OMol25 entry of this formula, charge and spin): 0.0 kJ/mol
maximum force: 2.289 eV Å⁻¹

CARTESIAN COORDINATES (ANGSTROEM)
Rb1 -1.149 -20.227 -0.864
C1 -3.778 -23.366 2.435
Si1 -3.626 -22.705 0.631
C2 -3.670 -24.449 -0.173
C3 -4.754 -25.343 0.141
C4 -4.736 -26.687 -0.254
C5 -3.755 -27.181 -1.053
C6 -2.766 -26.285 -1.462
C7 -2.612 -24.983 -0.997
P1 -1.314 -23.830 -1.578
C8 -0.734 -24.435 -3.303
C9 -1.938 -24.336 -4.222
C10 -1.475 -24.326 -5.657
C11 -0.566 -25.603 -5.903
C12 0.663 -25.651 -4.986
C13 0.077 -25.648 -3.553
C14 0.170 -24.334 -0.543
C15 1.411 -23.502 -1.001
C16 2.555 -23.607 -0.004
C17 2.056 -23.228 1.368
C18 0.954 -24.105 1.846
C19 -0.243 -24.052 0.924
C20 -5.323 -21.981 0.493
C21 -6.149 -21.792 1.610
C22 -7.263 -20.970 1.581
C23 -7.584 -20.398 0.361
C24 -6.834 -20.676 -0.795
C25 -5.718 -21.448 -0.765
P2 -4.589 -21.985 -2.216
C26 -3.930 -20.405 -2.995
C27 -2.775 -20.722 -4.004
C28 -3.232 -20.771 -5.454
C29 -4.034 -19.540 -5.910
C30 -5.179 -19.286 -4.925
C31 -4.749 -19.220 -3.477
C32 -5.713 -22.843 -3.373
C33 -5.718 -24.389 -2.989
C34 -6.315 -25.270 -4.083
C35 -7.726 -24.788 -4.423
C36 -7.771 -23.309 -4.832
C37 -7.190 -22.417 -3.725
H1 -4.639 -23.997 2.667
H2 -3.762 -22.458 3.139
H3 -2.917 -23.972 2.706
H4 -5.565 -24.982 0.767
H5 -5.503 -27.343 0.131
H6 -3.726 -28.222 -1.445
H7 -1.980 -26.670 -2.069
H8 -0.123 -23.569 -3.517
H9 -2.560 -23.491 -3.961
H10 -2.563 -25.211 -4.104
H11 -0.893 -23.460 -5.863
H12 -2.327 -24.362 -6.350
H13 -0.269 -25.507 -6.982
H14 -1.203 -26.506 -5.754
H15 1.276 -24.816 -5.260
H16 1.220 -26.557 -5.147
H17 0.852 -25.804 -2.745
H18 -0.568 -26.506 -3.462
H19 0.349 -25.430 -0.639
H20 1.094 -22.448 -0.975
H21 1.745 -23.804 -1.993
H22 3.321 -22.908 -0.363
H23 2.973 -24.645 0.053
H24 1.720 -22.210 1.338
H25 2.917 -23.239 2.071
H26 0.619 -23.762 2.844
H27 1.319 -25.162 1.906
H28 -0.751 -23.089 0.954
H29 -0.981 -24.788 1.234
H30 -5.966 -22.336 2.475
H31 -7.916 -20.894 2.443
H32 -8.487 -19.799 0.295
H33 -7.196 -20.179 -1.676
H34 -3.489 -20.112 -2.035
H35 -2.269 -21.702 -3.728
H36 -2.018 -19.904 -3.894
H37 -3.914 -21.638 -5.569
H38 -2.366 -20.919 -6.136
H39 -4.417 -19.763 -6.887
H40 -3.466 -18.629 -5.845
H41 -6.006 -19.973 -5.088
H42 -5.520 -18.302 -5.278
H43 -5.663 -18.966 -2.848
H44 -4.136 -18.361 -3.378
H45 -5.148 -22.764 -4.317
H46 -6.310 -24.457 -2.065
H47 -4.685 -24.697 -2.717
H48 -6.279 -26.291 -3.666
H49 -5.780 -25.256 -5.061
H50 -8.323 -24.843 -3.511
H51 -8.212 -25.427 -5.153
H52 -8.813 -23.015 -5.049
H53 -7.179 -23.174 -5.776
H54 -7.797 -22.541 -2.846
H55 -7.135 -21.365 -4.021
Se1 1.262 -19.630 -3.751
Se2 -0.010 -17.692 -3.132
Se3 1.107 -16.881 -1.147
Se4 -0.871 -16.169 0.099
O1 2.498 -20.184 -0.547
H56 2.311 -20.137 -1.538
H57 2.203 -19.262 -0.363
O2 -3.682 -18.377 -0.587
H58 -4.336 -18.748 0.035
H59 -3.455 -17.469 -0.336
O3 -6.322 -18.418 6.165
C38 -5.355 -18.982 6.979
N1 -4.000 -18.882 6.408
C39 -3.881 -19.472 5.173
O4 -4.763 -20.197 4.720
C40 -2.650 -19.186 4.410
C41 -1.614 -18.485 4.961
C42 -0.449 -18.294 4.229
C43 -0.384 -18.829 2.957
N2 -1.392 -19.559 2.417
C44 -2.497 -19.723 3.149
H60 -6.470 -18.933 5.360
H61 -5.457 -20.074 7.088
H62 -5.318 -18.439 7.946
H63 -3.522 -17.974 6.494
H64 -1.652 -18.095 5.969
H65 0.387 -17.698 4.590
H66 0.491 -18.721 2.369
H67 -3.255 -20.306 2.690

=====

Record 2
ORCA calculation (ωB97M-V with the def2-TZVPD basis set) on a 3-piece molecular cluster, C4H11N4O2 overall.

Results
DFT total energy: -14371.0844 eV
LUMO energy (alpha / beta): -3.2 / -3.2 eV
HOMO (alpha / beta): -12.66 / -12.66 eV
gap between HOMO and LUMO (alpha / beta): 9.5 / 9.5 eV
charge: +1
molecular weight: 147.158 g mol⁻¹
relative energy (zero: lowest compared OMol25 entry of this formula, charge and spin): 525.9 kJ/mol
maximum force: 6.343 eV Å⁻¹

CARTESIAN COORDINATES (ANGSTROEM)
C1 -0.583 -0.731 -2.602
C2 0.440 2.113 -0.526
C3 0.263 -0.617 1.791
C4 1.156 -1.599 1.140
N1 0.137 1.131 0.060
N2 0.432 0.724 1.316
N3 -0.644 1.810 -2.318
N4 -1.188 -0.955 1.210
O1 -0.152 -0.500 -3.653
O2 -0.975 -1.012 -1.574
H1 1.132 2.947 -0.562
H2 0.153 -0.621 3.019
H3 0.770 -2.671 1.285
H4 2.205 -1.486 1.469
H5 1.051 -1.320 0.125
H6 -1.141 -1.264 0.226
H7 0.976 1.319 1.863
H8 -0.975 2.719 -2.487
H9 0.279 1.730 -2.787
H10 -1.648 -1.745 1.699
H11 -1.685 0.029 1.305

=====

Record 3
ORCA calculation (ωB97M-V with the def2-TZVPD basis set) on C19H28NO8RuS2 as an isolated structure.

Results
DFT total energy: -62261.3272 eV
LUMO energy (alpha / beta): -5.8 / -8.3 eV
HOMO (alpha / beta): -14.99 / -14.93 eV
gap between HOMO and LUMO (alpha / beta): 9.2 / 6.6 eV
charge: +2
molecular weight: 563.636 g mol⁻¹
⟨S²⟩: 8.76
2S+1: 6
maximum force: 0.339 eV Å⁻¹

CARTESIAN COORDINATES (ANGSTROEM)
Ru1 -0.943 -0.220 0.079
C1 -1.413 1.044 -2.767
C2 -0.217 1.917 -2.469
O1 0.114 1.692 -1.085
C3 1.476 2.042 -0.762
C4 2.134 0.795 -0.217
O2 1.362 0.319 0.896
C5 1.569 1.097 2.099
C6 0.266 1.786 2.454
O3 -0.824 0.881 2.293
C7 -1.084 -0.054 3.351
C8 -0.354 -1.356 3.110
O4 -0.641 -1.792 1.768
C9 0.200 -2.912 1.418
C10 -0.102 -3.298 0.002
O5 0.072 -2.110 -0.802
C11 -0.151 -2.387 -2.203
C12 -0.212 -1.066 -2.926
O6 -1.172 -0.260 -2.228
H1 -1.616 0.979 -3.838
H2 -2.310 1.403 -2.262
H3 -0.430 2.974 -2.636
H4 0.638 1.631 -3.085
H5 1.459 2.852 -0.032
H6 1.990 2.411 -1.650
H7 3.168 0.965 0.086
H8 2.118 -0.007 -0.957
H9 2.361 1.830 1.942
H10 1.909 0.414 2.875
H11 0.057 2.601 1.760
H12 0.278 2.194 3.467
H13 -2.163 -0.209 3.346
H14 -0.798 0.378 4.311
H15 -0.692 -2.123 3.810
H16 0.727 -1.250 3.212
H17 -0.012 -3.741 2.096
H18 1.243 -2.603 1.531
H19 -1.124 -3.662 -0.113
H20 0.599 -4.063 -0.339
H21 -1.085 -2.933 -2.322
H22 0.675 -2.995 -2.578
H23 -0.538 -1.209 -3.957
H24 0.767 -0.576 -2.921
O7 -3.357 -4.063 -0.576
S1 -3.667 -2.867 -1.294
O8 -3.335 -2.773 -2.682
N1 -2.912 -1.577 -0.489
C13 -3.794 -0.726 -0.070
S2 -3.137 0.665 0.718
C14 -5.204 -1.057 -0.308
C15 -6.347 -0.358 0.040
C16 -7.574 -0.917 -0.300
C17 -7.647 -2.135 -0.966
C18 -6.499 -2.841 -1.322
C19 -5.295 -2.272 -0.978
H25 -6.289 0.587 0.563
H26 -8.486 -0.398 -0.042
H27 -8.617 -2.545 -1.213
H28 -6.560 -3.787 -1.840

=====

Record 4
ORCA calculation (ωB97M-V with the def2-TZVPD basis set) on a 2-piece molecular cluster, CH3N3O overall.

Results
DFT total energy: -7596.9667 eV
LUMO energy (alpha / beta): -0.5 / -0.5 eV
HOMO (alpha / beta): -10.29 / -10.25 eV
gap between HOMO and LUMO (alpha / beta): 9.8 / 9.7 eV
charge: 0
molecular weight: 73.055 g mol⁻¹
relative energy (zero: lowest compared OMol25 entry of this formula, charge and spin): 640.2 kJ/mol
maximum force: 2.402 eV Å⁻¹

CARTESIAN COORDINATES (ANGSTROEM)
C1 -2.874 0.286 0.105
N1 -3.292 -0.758 -0.077
N2 0.126 0.095 -0.249
N3 0.991 -1.962 0.145
O1 0.053 -1.144 -0.014
H1 1.102 0.437 -0.316
H2 -2.474 1.250 0.270
H3 1.933 -1.537 0.063

=====

Record 5
ORCA calculation (ωB97M-V with the def2-TZVPD basis set) on an isolated ion of composition C8H6N and charge +1.

Results
DFT total energy: -9866.8670 eV
LUMO energy: -5.1 eV
HOMO: -14.12 eV
gap between HOMO and LUMO: 9.0 eV
charge: +1
molecular weight: 116.143 g mol⁻¹
relative energy (zero: lowest compared OMol25 entry of this formula, charge and spin): 158.0 kJ/mol
maximum force: 3.818 eV Å⁻¹

CARTESIAN COORDINATES (ANGSTROEM)
C1 0.059 -1.524 -1.685
C2 0.996 -1.681 -0.571
C3 0.967 -2.601 -1.553
C4 -0.541 -0.231 -1.086
C5 1.087 -0.694 0.506
C6 -1.171 0.848 1.017
C7 -0.216 1.759 0.351
C8 -0.025 0.290 0.076
N1 -1.046 -0.766 -2.135
H1 0.669 -1.171 1.331
H2 2.041 -0.353 0.989
H3 -0.901 0.670 2.071
H4 -2.108 0.837 0.454
H5 -0.509 2.283 -0.555
H6 0.697 2.334 0.790

=====

Record 6
ORCA calculation (ωB97M-V with the def2-TZVPD basis set) on a 2-piece molecular cluster, C26H28FN2O overall.

Results
DFT total energy: -35154.6090 eV
LUMO energy: -6.2 eV
HOMO: -11.19 eV
gap between HOMO and LUMO: 5.0 eV
charge: +1
molecular weight: 403.521 g mol⁻¹
relative energy (zero: lowest compared OMol25 entry of this formula, charge and spin): 39.1 kJ/mol
maximum force: 2.388 eV Å⁻¹

CARTESIAN COORDINATES (ANGSTROEM)
C1 0.701 -4.616 -0.072
N1 0.738 -3.286 -0.635
C2 0.100 -2.136 -0.015
C3 -1.417 -2.325 0.043
C4 0.650 -1.847 1.384
N2 0.478 -1.086 -0.946
C5 0.737 -1.613 -2.248
C6 1.873 -0.944 -3.016
C7 1.638 0.527 -3.253
C8 0.781 0.940 -4.280
C9 0.535 2.302 -4.473
C10 1.159 3.247 -3.650
C11 2.046 2.831 -2.650
C12 2.278 1.472 -2.445
C13 1.058 -3.081 -1.952
O1 1.540 -3.905 -2.722
H1 0.924 -5.334 -0.865
H2 1.454 -4.718 0.721
H3 -0.289 -4.824 0.354
H4 -1.806 -2.558 -0.957
H5 -1.664 -3.144 0.727
H6 -1.888 -1.406 0.406
H7 1.743 -1.762 1.343
H8 0.233 -0.902 1.750
H9 0.372 -2.650 2.076
H10 -0.008 -0.198 -0.893
H11 -0.184 -1.586 -2.870
H12 2.811 -1.081 -2.458
H13 1.948 -1.481 -3.973
H14 0.315 0.179 -4.915
H15 -0.147 2.621 -5.263
H16 0.957 4.309 -3.786
H17 2.544 3.561 -2.010
H18 2.952 1.125 -1.657
F1 -2.526 -1.747 6.122
C14 -2.362 -0.962 5.012
C15 -3.269 -1.106 3.961
C16 -2.994 -0.434 2.783
C17 -1.831 0.388 2.635
C18 -1.510 0.868 1.326
C19 -0.626 1.936 0.993
C20 -1.029 2.775 -0.088
C21 -0.319 3.919 -0.403
C22 0.831 4.257 0.327
C23 1.283 3.411 1.350
C24 0.598 2.238 1.654
C25 -1.079 0.658 3.816
C26 -1.274 -0.094 4.969
H19 -4.155 -1.731 4.061
H20 -3.665 -0.538 1.924
H21 -2.232 0.608 0.548
H22 -1.951 2.522 -0.620
H23 -0.661 4.562 -1.218
H24 1.381 5.168 0.089
H25 2.172 3.683 1.922
H26 0.999 1.539 2.392
H27 -0.329 1.443 3.815
H28 -0.611 0.006 5.826

=====

Record 7
ORCA calculation (ωB97M-V with the def2-TZVPD basis set) on one molecule with the formula C18H23N5O5S3.

Results
DFT total energy: -69232.7200 eV
LUMO energy: -0.3 eV
HOMO: -8.85 eV
gap between HOMO and LUMO: 8.6 eV
charge: 0
molecular weight: 485.613 g mol⁻¹
maximum force: 1.852 eV Å⁻¹

CARTESIAN COORDINATES (ANGSTROEM)
C1 -5.956 -0.206 -0.346
N1 -5.089 -1.169 0.283
C2 -4.989 -1.082 1.717
S1 -3.643 -1.447 -0.502
O1 -2.987 -2.521 0.184
O2 -3.925 -1.581 -1.897
C3 -2.696 0.058 -0.242
C4 -1.833 0.130 0.835
C5 -1.152 1.308 1.081
C6 -1.370 2.415 0.262
C7 -0.738 3.718 0.619
O3 -1.361 4.737 0.792
N2 0.622 3.671 0.828
C8 1.493 2.703 0.409
N3 2.554 2.375 1.055
N4 3.318 1.493 0.431
C9 2.863 1.126 -0.725
S2 3.652 0.027 -1.792
C10 4.908 -0.696 -0.678
C11 4.253 -1.756 0.210
O4 4.322 -2.938 -0.048
N5 3.626 -1.234 1.279
C12 2.724 -1.998 2.107
C13 1.323 -2.158 1.458
C14 1.169 -3.462 0.667
C15 0.206 -3.060 -0.445
C16 0.660 -1.630 -0.712
O5 1.065 -1.093 0.542
S3 1.343 1.886 -1.159
C17 -2.256 2.335 -0.808
C18 -2.908 1.143 -1.072
H1 -5.888 -0.361 -1.419
H2 -6.982 -0.381 -0.022
H3 -5.676 0.827 -0.101
H4 -5.963 -1.291 2.159
H5 -4.649 -0.093 2.052
H6 -4.280 -1.841 2.039
H7 -1.690 -0.742 1.451
H8 -0.465 1.372 1.911
H9 1.031 4.472 1.297
H10 5.358 0.114 -0.109
H11 5.633 -1.168 -1.338
H12 3.542 -0.225 1.332
H13 3.154 -2.989 2.266
H14 2.643 -1.482 3.064
H15 0.564 -2.105 2.253
H16 2.133 -3.751 0.246
H17 0.793 -4.269 1.290
H18 -0.828 -3.072 -0.097
H19 0.292 -3.685 -1.329
H20 1.513 -1.623 -1.405
H21 -0.130 -0.991 -1.116
H22 -2.419 3.204 -1.427
H23 -3.570 1.036 -1.916

=====

Record 8
ORCA calculation (ωB97M-V with the def2-TZVPD basis set) on one molecule with the formula C3H9NO.

Results
DFT total energy: -6792.6153 eV
LUMO energy: 1.0 eV
HOMO: -8.57 eV
gap between HOMO and LUMO: 9.5 eV
charge: 0
molecular weight: 75.111 g mol⁻¹
relative energy (zero: lowest compared OMol25 entry of this formula, charge and spin): 235.5 kJ/mol
maximum force: 4.295 eV Å⁻¹

CARTESIAN COORDINATES (ANGSTROEM)
C1 0.635 -0.902 1.082
C2 0.977 0.122 0.009
C3 -0.564 0.764 -0.800
N1 -1.555 -0.172 -1.019
O1 -0.918 1.707 0.118
H1 0.096 -0.435 1.913
H2 1.527 -1.393 1.486
H3 -0.005 -1.697 0.684
H4 1.519 -0.354 -0.815
H5 1.706 0.843 0.410
H6 -0.152 1.146 -1.737
H7 -1.283 -1.003 -1.525
H8 -2.116 -0.347 -0.194
H9 0.134 1.721 0.387